No. 1
Here is a cluster of 2 separate species, C4H6O2 in total from the OMol25 dataset. Energies are from the ωB97M-V functional and the def2-TZVPD basis.

```
12
Properties=species:S:1:pos:R:3:forces:R:3
O -1.2539 -1.4168 0.3321 0.218 0.326 0.162
C -0.3347 -0.4082 0.1048 -0.380 1.473 -1.298
C 1.1122 -0.4832 -0.0981 0.700 1.137 -1.529
C 0.5733 0.3181 1.0775 0.026 0.162 -0.290
C -0.8505 0.6869 -1.0053 1.039 -0.928 0.316
O -2.0019 0.9375 -1.2049 2.125 -0.017 -0.092
H -2.1138 -0.9720 0.4180 0.177 -0.234 0.004
H 1.3235 0.2503 -1.0629 0.466 -2.038 2.259
H 1.7945 -1.3316 -0.0487 -0.518 0.142 0.304
H 0.5667 1.4015 0.9481 0.139 -0.127 0.184
H 0.7372 0.0129 2.1169 -0.186 -0.270 -0.592
H 0.4474 1.0046 -1.5774 -3.805 0.374 0.571
```
Forces are in eV/Å.

Lowest unoccupied orbital energy: 0.033 Eh
Gap between HOMO and LUMO: 10.559 eV
Charge: 0
E_HOMO: -9.7 eV



No. 2
Here is the molecule C7H17N from the OMol25 dataset. Energies are from the ωB97M-V functional and the def2-TZVPD basis.

```
25
Properties=species:S:1:pos:R:3:forces:R:3
C -0.3929 2.3523 -3.1892 -0.393 -1.353 1.182
C -0.4018 2.0324 -1.6019 -3.050 2.193 -0.226
C 0.7048 1.0587 -1.2749 -0.640 0.098 4.221
N -0.0697 0.0210 -0.3679 2.485 0.730 -0.571
C 0.4291 -0.4985 0.9779 -3.797 -1.199 -1.263
C -0.6600 0.0232 1.9419 2.237 2.305 4.542
C 0.1676 -2.0218 1.0682 -2.184 -1.748 -3.517
C 0.5509 -2.7882 2.3080 0.774 -1.850 -0.210
H -0.5860 3.3600 -3.5147 -0.278 0.499 0.349
H 0.6661 2.1729 -3.3296 0.093 0.003 -1.222
H -1.0610 1.6783 -3.8303 1.160 0.622 1.081
H -0.1912 3.0147 -1.0362 -0.657 -1.338 -0.873
H -1.5019 1.6057 -1.1968 3.162 1.229 -1.201
H 1.5459 1.5717 -0.6005 -1.645 -1.222 -1.670
H 1.0789 0.7310 -2.2282 0.645 -1.064 0.107
H -0.2860 -0.7009 -1.0228 -0.161 -0.988 0.068
H 1.4389 -0.2222 1.1860 0.587 0.298 0.316
H -0.8282 -0.5629 2.9292 0.817 0.440 -1.540
H -1.6752 0.1069 1.6163 -0.153 0.295 -1.119
H -0.2533 1.0459 2.4144 -1.360 -1.685 -1.219
H 0.4210 -2.5477 0.0634 0.811 0.632 1.659
H -0.9632 -2.2408 0.8892 1.327 1.195 0.705
H -0.0496 -3.7198 2.4731 -0.124 0.944 -0.384
H 0.3676 -2.1689 3.2031 0.932 -0.424 -0.246
H 1.5491 -3.3030 2.1225 -0.589 1.388 1.030
```
Forces are in eV/Å.

Lowest unoccupied orbital energy: 0.042 Eh
Gap between HOMO and LUMO: 9.646 eV
Charge: 0
SMILES string: CCCN[C@@H](C)CC
E_HOMO: -8.5 eV



No. 3
Here is a cluster of 2 separate species, C5H12O2 in total from the OMol25 dataset. Energies are from the ωB97M-V functional and the def2-TZVPD basis.

```
19
Properties=species:S:1:pos:R:3:forces:R:3
O 0.0000 0.0000 0.0000 0.761 2.120 3.112
C -0.0191 -0.5749 -1.2252 -1.179 -0.471 -2.747
C -0.3050 0.4922 -2.3758 -0.624 -0.852 0.526
C 1.0276 0.9892 -2.8819 0.530 -0.915 -0.873
C 2.0823 -0.0943 -2.3772 0.846 2.681 -1.083
C 1.3765 -1.2115 -1.6663 -1.135 -0.095 0.454
H -0.7743 0.5903 0.1110 0.750 -0.582 -0.215
H -0.9208 -1.2119 -1.1194 0.753 -0.804 -1.134
H -0.8669 -0.0426 -3.1656 0.210 0.323 0.300
H -0.9260 1.3446 -2.0394 0.019 -0.622 0.109
H 1.2044 2.0525 -2.6296 0.292 -0.760 0.111
H 1.0573 0.8956 -3.9846 -0.177 0.519 0.455
H 2.7967 0.4782 -1.7548 -0.149 -0.718 -0.084
H 2.6051 -0.3851 -3.3086 0.074 -0.284 0.821
H 2.0145 -1.5944 -0.8466 -0.744 0.121 -0.166
H 1.2218 -2.0380 -2.3864 -0.258 0.303 0.531
O -0.3408 -1.7852 3.2295 0.993 0.288 -0.546
H -0.2782 -1.2268 2.4217 0.049 -0.564 0.710
H 0.5896 -2.0327 3.4327 -1.010 0.311 -0.279
```
Forces are in eV/Å.

Lowest unoccupied orbital energy: 0.027 Eh
Gap between HOMO and LUMO: 10.674 eV
Charge: 0
SMILES string: OC1CCCC1.O
E_HOMO: -9.9 eV



No. 4
Here is a structure of composition C44H66As3NNaOPSTe from the OMol25 dataset. Energies are from the ωB97M-V functional and the def2-TZVPD basis.

```
119
Properties=species:S:1:pos:R:3:forces:R:3
Na 1.1261 -0.8841 -1.3436 -0.576 -0.287 -0.008
C 0.5205 -4.7590 3.2743 0.189 0.237 -0.216
As -0.6214 -3.1823 2.6572 0.084 -1.232 -0.221
C -2.0771 -4.3623 1.9793 -0.024 0.317 1.230
C -1.5409 -2.7365 4.4010 0.619 -0.293 0.211
C -0.9312 -1.7947 5.4749 0.519 -0.076 0.713
C 0.2085 -2.5770 6.2397 0.133 0.457 0.055
C -0.4204 -0.4783 4.8682 0.366 -0.188 -0.381
As 1.0222 -0.5312 3.4708 -0.061 0.738 -0.278
C 0.9991 1.4617 3.1999 -0.533 -0.141 -0.295
C 2.6878 -0.7008 4.5321 -0.110 0.119 0.272
C -1.9716 -1.4755 6.6160 -1.110 -0.156 -0.770
As -3.6184 -0.2349 6.4597 0.662 0.117 -1.264
C -4.0795 -0.2210 4.4292 0.598 0.593 0.711
C -2.6829 1.5754 6.5021 -0.494 -0.774 -0.523
H -0.0645 -5.5551 3.7950 0.356 0.701 -0.353
H 1.3599 -4.4169 3.9157 -0.554 -0.204 -0.238
H 0.9782 -5.1815 2.3502 -0.447 0.222 0.553
H -2.6763 -4.5779 2.8625 -0.174 -0.368 0.152
H -1.6292 -5.2778 1.5911 -0.218 0.277 -0.174
H -2.7163 -3.8466 1.2712 0.262 -0.116 -0.256
H -1.6892 -3.7153 4.8442 -0.199 -0.222 0.278
H -2.5066 -2.4092 4.0579 -0.449 0.284 0.027
H 1.0478 -2.8962 5.6036 -0.434 -0.020 -0.118
H -0.2335 -3.4605 6.7196 0.151 0.085 -0.237
H 0.6991 -2.0009 7.0596 -0.595 -0.011 -0.539
H -0.0713 0.2197 5.6264 -0.007 0.025 0.286
H -1.2339 0.0226 4.3339 0.013 -0.050 0.059
H 1.2343 1.9816 4.1334 -0.107 0.042 -0.059
H -0.0339 1.7768 2.8337 1.367 -0.418 0.437
H 1.7470 1.7381 2.4303 -0.548 -0.153 0.445
H 2.4430 -0.5771 5.5954 0.283 -0.296 -0.179
H 3.3490 0.1235 4.2572 0.049 -0.095 -0.082
H 3.1957 -1.6661 4.3184 -0.420 0.589 0.333
H -1.5285 -0.9652 7.4681 0.513 -0.131 0.079
H -2.3855 -2.4405 6.9879 0.214 0.608 -0.205
H -4.9494 -0.8326 4.2216 -0.098 -0.194 0.149
H -3.2227 -0.6174 3.8729 -0.331 0.287 0.050
H -4.3068 0.8130 4.0814 0.260 -0.635 0.430
H -1.8954 1.6021 7.2545 0.005 -0.088 -0.075
H -3.4517 2.3030 6.7671 0.097 0.003 -0.058
H -2.2907 1.7934 5.4983 0.006 0.052 0.444
N 3.4013 -2.6008 0.8604 -0.923 1.399 -0.571
C 2.6795 -1.9918 0.1582 1.361 -1.234 1.217
H 3.9895 -2.7731 1.6670 -0.345 -0.205 -0.509
Te -0.9481 -4.0132 -1.2289 -0.079 -0.168 -0.519
C -1.7910 -5.8631 -1.9960 0.944 0.242 0.150
C -2.9956 -5.9254 -2.6955 0.097 1.416 0.677
C -3.4764 -7.1016 -3.2202 0.146 -0.791 0.231
C -2.6929 -8.2556 -3.0848 -0.476 -0.262 -0.538
C -1.4608 -8.2021 -2.4368 -0.041 -0.722 -0.098
C -1.0384 -7.0392 -1.8437 -0.575 1.023 -0.028
H -3.5447 -4.9788 -2.7145 -0.109 -0.440 -0.363
H -4.4678 -7.1377 -3.6742 0.314 -0.059 -0.001
H -3.0782 -9.1986 -3.4888 0.302 0.313 0.109
H -0.7900 -9.0642 -2.3775 -0.504 0.015 0.000
H -0.1588 -7.0056 -1.2312 0.468 -0.044 -0.039
C 0.2170 5.4513 1.9177 -0.677 0.243 0.102
C 1.3878 5.4778 0.8667 -0.588 -0.138 1.080
C 2.6453 5.8641 1.6913 0.657 -0.214 -0.847
C 1.0283 6.5217 -0.1859 -0.462 1.007 -0.357
P 1.4559 3.6988 0.2653 0.178 -0.386 0.423
C 0.1827 3.5811 -1.0536 0.317 0.469 -0.348
C 0.3510 3.9610 -2.4149 -0.895 -0.333 0.711
C -0.6951 3.7681 -3.3032 0.188 0.145 -0.233
C -1.9359 3.2729 -2.9130 0.209 0.011 0.922
C -2.1232 2.9693 -1.5661 0.369 -0.158 0.496
C -1.0478 3.0761 -0.6415 -1.088 -0.416 -0.183
C 3.0507 3.3842 -0.6331 0.695 0.196 -0.525
C 2.8144 2.1115 -1.4952 1.422 -0.465 -0.278
C 4.1547 3.0039 0.3697 0.732 1.792 1.106
C 3.6508 4.5683 -1.4804 -0.459 -0.290 -0.635
H 0.1501 6.4643 2.4221 0.000 -1.078 -0.561
H 0.3202 4.6684 2.7044 0.335 0.560 -0.528
H -0.7703 5.2238 1.4406 0.716 0.382 0.190
H 2.4902 6.8620 2.1431 0.054 -0.495 -0.089
H 3.5268 5.9313 1.0107 -0.528 0.122 0.575
H 2.9115 5.1183 2.4758 -0.443 0.532 -0.445
H 0.7315 7.4709 0.3548 0.294 -0.841 -0.667
H 0.1551 6.1974 -0.8108 0.657 0.283 0.671
H 1.8372 6.7866 -0.9045 -0.341 -0.270 0.648
H 1.2555 4.4189 -2.7927 0.021 -0.157 0.198
H -0.5481 4.0460 -4.3360 0.040 0.016 -0.185
H -2.7267 3.1509 -3.6429 -0.034 0.020 0.104
H -3.0872 2.6248 -1.1812 0.303 0.017 -0.302
H -1.2305 2.7088 0.4075 0.424 0.605 -1.160
H 2.3306 1.2680 -0.9506 -0.047 0.850 -0.051
H 3.8432 1.6922 -1.7221 -1.001 0.496 -0.108
H 2.2868 2.3187 -2.4325 0.081 -0.234 0.272
H 3.9602 2.0834 0.8954 -0.076 -0.481 0.057
H 4.3040 3.8001 1.1744 -0.412 -0.942 -0.957
H 5.1532 2.9816 -0.1177 -0.632 -0.346 -0.010
H 2.8608 5.2033 -1.9618 0.812 -0.752 0.222
H 4.3361 4.1308 -2.2777 -0.698 0.735 0.952
H 4.2040 5.2614 -0.8165 -0.075 -0.520 -0.453
O 0.0842 -0.0673 -3.1387 0.204 -0.617 -1.236
S 0.3449 -1.0268 -4.3117 0.517 0.552 -0.022
C -1.2270 -1.3777 -5.1211 -0.292 0.221 -0.419
C -1.3326 -2.4819 -5.9569 0.076 -0.377 0.164
C -2.5921 -2.9706 -6.3328 0.059 1.348 0.974
C -3.7535 -2.3072 -5.9248 0.960 1.249 1.199
C -3.6300 -1.1900 -5.0585 0.551 -0.060 -0.790
C -2.3749 -0.6883 -4.7464 0.571 0.567 0.308
C 1.2990 -0.0572 -5.5602 -1.513 1.673 0.240
C 2.6457 -0.2610 -5.7158 -0.243 0.353 -0.604
C 3.4247 0.5545 -6.5466 0.191 0.346 0.002
C 2.8519 1.6603 -7.1762 -0.472 -0.084 0.340
C 1.5065 1.9505 -6.9015 -0.057 0.347 -0.331
C 0.7361 1.1175 -6.1205 -0.412 -0.568 0.445
H -0.4296 -2.9756 -6.3176 -0.226 -0.151 0.320
H -2.6480 -3.9197 -6.7850 -0.095 -0.741 -1.014
H -4.7335 -2.5449 -6.2698 -0.449 -0.704 -0.020
H -4.4446 -0.6409 -4.6027 -0.411 -0.231 -0.533
H -2.2395 0.3026 -4.2809 -0.278 -0.838 0.393
H 3.0594 -1.0584 -5.1757 0.879 -1.096 0.489
H 4.4943 0.3431 -6.6174 -0.375 0.073 -0.174
H 3.3678 2.3542 -7.8450 0.230 -0.485 0.353
H 1.0432 2.8664 -7.2954 0.305 -0.483 0.072
H -0.3007 1.4109 -5.9105 0.394 -0.350 -0.065
```
Forces are in eV/Å.

Lowest unoccupied orbital energy: -0.003 Eh
Gap between HOMO and LUMO: 5.183 eV
Charge: 0
E_HOMO: -5.3 eV



No. 5
Here is a structure of composition C41H39N5O3RuS2Si2 from the OMol25 dataset. Energies are from the ωB97M-V functional and the def2-TZVPD basis.

```
93
Properties=species:S:1:pos:R:3:forces:R:3
Ru 0.6842 0.4253 -0.3462 1.304 0.226 -1.208
N -1.5432 -0.4938 4.4356 0.202 0.082 0.116
C -1.9948 0.6814 5.0476 -0.060 -0.050 -0.017
C -2.6532 0.6378 6.2667 0.025 -0.012 -0.006
C -3.0925 1.8115 6.8689 -0.007 0.013 -0.006
C -2.9116 3.0249 6.2287 -0.005 0.001 0.008
C -2.2848 3.0615 4.9874 0.007 -0.008 -0.010
C -1.7999 1.9015 4.4052 -0.042 0.054 0.038
S -0.9126 1.9652 2.8867 0.131 -0.099 0.006
N -1.0513 0.3811 2.2965 -0.120 0.228 0.039
C -1.2956 -0.5876 3.0747 -0.055 -0.219 0.055
C -1.3290 -1.9763 2.5129 0.035 -0.008 0.072
C -1.1047 -3.0802 3.3314 0.042 -0.084 -0.060
C -1.1416 -4.3451 2.7731 0.002 0.005 0.015
C -1.4058 -4.4685 1.4221 -0.007 -0.008 -0.019
C -1.6005 -3.3092 0.6866 0.002 0.021 -0.038
N -1.5623 -2.0882 1.2079 -0.064 -0.025 -0.019
H -1.6907 -1.3452 4.9451 -0.123 0.002 -0.079
H -2.8090 -0.3188 6.7537 0.002 -0.002 -0.004
H -3.5846 1.7670 7.8319 0.000 0.002 0.001
H -3.2593 3.9433 6.6830 -0.003 -0.003 0.007
H -2.1538 4.0044 4.4696 0.007 -0.005 -0.007
H -0.8217 -2.9735 4.3684 0.010 0.051 0.006
H -0.9430 -5.2157 3.3851 -0.005 -0.001 -0.005
H -1.4409 -5.4335 0.9348 0.002 -0.002 0.003
H -1.7857 -3.3638 -0.3795 0.006 0.000 0.004
C 1.4196 -2.9947 -0.9570 0.003 0.047 -0.017
Si 0.6830 -1.4564 -1.8094 -0.419 -0.059 0.130
C -1.0692 -1.8657 -2.4442 0.013 -0.008 -0.073
C 1.6686 -1.2005 -3.3919 0.003 0.008 -0.004
C 2.1871 -2.1885 -4.2307 0.014 0.022 0.005
C 2.7919 -1.8471 -5.4314 0.008 0.010 -0.003
C 2.8744 -0.5097 -5.8074 0.004 -0.024 -0.002
C 2.3629 0.4769 -4.9769 0.034 -0.002 0.012
C 1.7639 0.1473 -3.7584 -0.010 -0.030 0.017
Si 1.0229 1.3957 -2.5240 -0.267 -0.214 0.139
C 2.2920 2.7949 -2.5273 -0.060 0.035 -0.057
C -0.5003 2.0700 -3.4278 0.098 0.048 -0.049
H 1.0302 -3.9174 -1.4000 0.018 0.000 -0.003
H 1.2347 -3.0256 0.1178 -0.056 0.008 0.009
H 2.5027 -2.9764 -1.1079 -0.004 -0.022 0.026
H -1.1652 -2.9049 -2.7774 -0.005 -0.006 0.002
H -1.2591 -1.2280 -3.3127 -0.028 -0.001 0.016
H -1.8492 -1.6517 -1.7092 0.050 -0.014 0.032
H 2.1226 -3.2347 -3.9454 -0.006 -0.003 0.000
H 3.1981 -2.6173 -6.0775 0.003 -0.001 -0.004
H 3.3440 -0.2410 -6.7471 0.000 0.002 -0.003
H 2.4430 1.5154 -5.2841 -0.003 0.006 0.008
H 2.3692 3.1584 -3.5581 0.031 0.021 0.012
H 3.2805 2.4465 -2.2231 -0.016 -0.014 0.013
H 2.0077 3.6337 -1.8911 -0.009 -0.023 0.000
H -0.1934 2.2740 -4.4602 -0.049 0.023 -0.004
H -0.8901 2.9940 -2.9962 0.008 -0.044 0.027
H -1.3114 1.3398 -3.4569 0.013 -0.015 0.018
O 2.8601 -0.1008 -0.4160 -0.651 0.305 0.369
C 2.9668 -0.4474 0.7881 0.184 0.061 -0.224
N 1.8984 -0.5450 1.5463 -0.655 -0.089 0.621
S 2.2491 -0.9158 3.0891 0.340 -0.063 0.053
O 1.9562 0.1629 3.9888 -0.044 0.009 -0.043
O 1.7371 -2.2172 3.4421 0.014 0.006 -0.053
C 4.0106 -1.0159 2.8189 -0.014 0.017 0.005
C 5.0296 -1.2818 3.7084 0.014 -0.002 -0.057
C 6.3285 -1.2685 3.2096 -0.003 0.000 0.019
C 6.5804 -0.9909 1.8686 0.017 -0.007 0.005
C 5.5411 -0.7174 0.9875 -0.018 0.005 0.001
C 4.2520 -0.7367 1.4861 0.018 -0.004 -0.016
H 4.8260 -1.4860 4.7510 0.000 -0.003 0.002
H 7.1575 -1.4717 3.8757 0.003 0.001 -0.003
H 7.6028 -0.9825 1.5127 -0.003 -0.003 -0.006
H 5.7192 -0.4901 -0.0554 0.001 0.000 0.001
C 3.3860 4.7190 2.3042 0.003 -0.013 -0.012
C 3.7552 3.6752 1.4638 -0.027 0.005 0.010
C 2.8084 2.9809 0.7322 0.063 -0.074 -0.082
C 1.4434 3.2986 0.8082 -0.053 0.057 0.013
C 1.0846 4.3591 1.6601 0.018 0.036 0.000
C 2.0402 5.0470 2.3906 -0.004 0.014 -0.012
N 0.5191 2.5126 0.1391 0.162 0.031 0.281
C -0.7246 2.9825 -0.2240 -0.086 -0.119 0.033
C -1.0429 4.3030 -0.5757 0.017 0.042 0.007
C -2.3094 4.6234 -1.0392 -0.010 -0.012 0.004
C -3.2986 3.6555 -1.1724 0.033 0.022 0.040
C -2.9946 2.3414 -0.8338 0.002 -0.065 -0.052
C -1.7377 2.0156 -0.3640 0.127 -0.028 -0.205
H 4.1267 5.2571 2.8818 0.001 -0.001 0.001
H 4.7983 3.3936 1.3729 0.008 0.003 0.006
H 3.1150 2.1806 0.0694 -0.042 0.023 0.082
H 0.0419 4.6217 1.7784 -0.016 -0.011 -0.035
H 1.7193 5.8453 3.0510 0.006 0.003 -0.003
H -0.2796 5.0688 -0.5247 0.003 -0.010 0.032
H -2.5195 5.6496 -1.3198 -0.011 -0.001 0.003
H -4.2829 3.9181 -1.5378 -0.001 0.000 0.005
H -3.7428 1.5637 -0.9325 0.002 0.000 -0.010
H -1.5332 0.9764 -0.0745 -0.050 -0.046 0.082
```
Forces are in eV/Å.

Lowest unoccupied orbital energy (spin up / spin down): 0.088 / 0.088 Eh
Gap between HOMO and LUMO (spin up / spin down): 6.349 / 6.380 eV
Charge: -1
Multiplicity: 2
E_HOMO (spin up / spin down): -4.0 / -4.0 eV



No. 6
Here is a structure of composition Br4O3P from the OMol25 dataset. Energies are from the ωB97M-V functional and the def2-TZVPD basis.

```
8
Properties=species:S:1:pos:R:3:forces:R:3
O 1.5438 0.6476 1.6207 -3.789 -1.006 -0.030
O -1.2058 0.6677 -0.4432 -0.284 1.082 0.319
O -0.8530 -1.7076 -0.0328 -0.667 -0.283 0.773
P -0.0749 -0.3419 -0.0135 -0.316 0.923 0.917
Br 2.9821 0.6975 0.8255 2.569 0.200 -1.100
Br -0.9623 2.4874 -0.8251 0.084 -1.001 0.309
Br -2.6661 -2.0064 0.5023 1.331 0.389 -0.305
Br 1.2362 -0.4444 -1.6339 1.072 -0.303 -0.884
```
Forces are in eV/Å.

Lowest unoccupied orbital energy (spin up / spin down): -0.283 / -0.284 Eh
Gap between HOMO and LUMO (spin up / spin down): 6.371 / 6.369 eV
Charge: +1
E_HOMO (spin up / spin down): -14.1 / -14.1 eV



Maximum force
In order: 3.9, 5.6, 3.8, 2.3, 1.8, 3.9
Unit: eV/A
Energy relative to the best compared isomer or geometry (same formula, charge and spin)
In order: 89.5, 84.3, 31.0, 62.5, 33.7, 68.2
Unit: kcal/mol